Formula: CH24O13
Source: OMol25
Level of theory: ωB97M-V/def2-TZVPD

Last column: natural (NBO) charge in e.
CARTESIAN COORDINATES (ANGSTROEM)
O (6.0450, 9.3507, 29.2905)  -0.787
H (6.4616, 9.5658, 28.4356)  0.559
H (5.2456, 9.8896, 29.4262)  0.560
H (6.7332, 9.3464, 30.0643)  0.583
O (10.6613, 9.0242, 29.4106)  -0.786
H (10.1503, 8.9860, 30.2952)  0.565
H (10.1587, 9.4935, 28.7308)  0.538
H (11.5826, 9.3570, 29.4751)  0.583
O (7.9597, 12.5785, 30.5300)  -0.759
H (7.0881, 12.8330, 30.8903)  0.557
H (8.1607, 11.6375, 30.8976)  0.583
H (7.8924, 12.4602, 29.5605)  0.555
O (5.7213, 10.2924, 33.6510)  -0.771
H (4.9172, 9.7315, 33.6114)  0.570
H (5.5977, 11.0743, 33.0996)  0.530
H (6.5727, 9.7999, 33.3517)  0.563
C (8.4821, 9.0831, 32.0447)  1.020
O (7.9250, 9.8748, 31.1101)  -1.020
O (9.6765, 8.6544, 31.8479)  -0.829
O (7.8402, 8.7677, 33.1038)  -0.778
O (11.5913, 6.4790, 32.1591)  -0.928
H (10.8646, 7.0964, 32.0004)  0.455
H (11.7479, 6.0489, 31.3109)  0.471
O (9.7087, 8.3028, 35.0214)  -0.950
H (10.5725, 8.7266, 35.0656)  0.476
H (9.2693, 8.7128, 34.2550)  0.468
O (6.8240, 6.1268, 33.0682)  -0.945
H (7.2095, 7.0013, 33.2123)  0.468
H (7.5344, 5.5991, 32.7076)  0.470
O (7.1973, 8.6890, 36.5134)  -0.935
H (6.5132, 8.5332, 35.8587)  0.435
H (8.0035, 8.3167, 36.1186)  0.497
O (12.1039, 9.5446, 32.6933)  -0.964
H (12.3148, 9.0045, 33.4629)  0.488
H (11.1801, 9.3376, 32.4834)  0.466
O (8.8700, 6.1141, 30.6867)  -0.958
H (9.0262, 5.3276, 31.2218)  0.489
H (9.2075, 6.8494, 31.2172)  0.460

energy	-28023.3718	eV
total charge	+2
multiplicity	1
ΔE to the lowest compared entry with this formula, charge and spin	39.7	kJ/mol
frontier orbital gap	6.17	eV
lowest unoccupied orbital energy	-9.00	eV